ORCA calculation (ωB97M-V with the def2-TZVPD basis set) on a molecular structure, C31H44BrCdN3P2 in a non-equilibrium geometry.

Last column: Mulliken charge in e.
Geometry (Å):
N (-5.58, -4.14, 2.11)  -0.5470
C (-5.43, -3.13, 2.97)  -0.3507
C (-4.94, -1.88, 2.60)  -0.5240
C (-4.56, -1.65, 1.26)  0.4464
C (-4.84, -2.70, 0.33)  -0.4561
C (-5.32, -3.93, 0.81)  -0.3766
C (-3.79, -0.45, 0.92)  -0.6945
Cd (-3.56, 1.75, 0.39)  0.2148
P (-1.93, 3.48, -0.18)  0.3957
C (-3.32, -0.19, -0.44)  -0.3951
C (-1.94, -0.58, -0.83)  1.2899
C (-1.56, -0.70, -2.21)  -1.4267
C (-0.27, -0.65, -2.62)  -1.0382
C (0.84, -0.51, -1.64)  0.2318
C (0.41, -0.78, -0.25)  -0.3271
C (-0.90, -0.77, 0.12)  -0.4902
Br (1.76, 1.21, -1.79)  0.1328
H (-3.30, 0.01, 1.81)  -0.0509
H (-4.05, -0.26, -1.26)  0.9263
H (-4.80, -1.12, 3.38)  0.3930
H (-4.60, -2.61, -0.73)  0.3382
H (-5.67, -3.35, 4.02)  0.3644
H (-5.49, -4.78, 0.13)  0.3605
H (-2.36, -0.78, -2.96)  0.4116
H (-1.17, -0.85, 1.17)  0.6143
H (-0.02, -0.59, -3.69)  0.6990
H (1.19, -0.84, 0.51)  0.4607
P (2.19, -1.79, -2.01)  1.3144
C (-0.71, 2.85, 1.07)  0.5344
C (-1.21, 3.16, 2.49)  -1.5188
H (0.25, 3.33, 0.86)  0.5192
H (-0.55, 1.77, 0.93)  -0.6229
H (-1.29, 2.23, 3.07)  0.4706
H (-0.50, 3.81, 3.02)  0.3417
H (-2.20, 3.65, 2.52)  0.4735
C (-1.38, 2.54, -1.68)  0.6847
C (-1.15, 3.24, -3.04)  -1.4700
H (-2.11, 1.74, -1.81)  0.2072
H (-0.46, 2.00, -1.40)  -0.5642
H (-1.45, 2.54, -3.84)  0.4348
H (-1.74, 4.16, -3.14)  0.3636
H (-0.08, 3.45, -3.18)  0.2999
C (-1.09, 5.12, -0.60)  -0.4421
C (-0.66, 6.10, 0.50)  -1.2235
H (-1.77, 5.64, -1.30)  0.4063
H (-0.18, 4.84, -1.17)  0.3331
H (0.04, 6.81, 0.04)  0.3828
H (-1.51, 6.69, 0.87)  0.3406
H (-0.15, 5.65, 1.35)  0.2580
C (3.52, -1.56, -0.81)  -0.3449
C (4.80, -2.32, -1.12)  -1.4203
H (3.10, -1.84, 0.16)  -0.1562
H (3.71, -0.47, -0.74)  0.5515
H (4.62, -3.39, -1.32)  0.3175
H (5.34, -1.91, -1.98)  0.4296
H (5.48, -2.27, -0.26)  0.4077
C (2.78, -1.40, -3.67)  -0.4270
C (2.15, -2.26, -4.76)  -1.3674
H (3.88, -1.50, -3.65)  0.4862
H (2.58, -0.33, -3.83)  0.3941
H (2.63, -3.24, -4.81)  0.3966
H (1.08, -2.41, -4.62)  0.3735
H (2.29, -1.77, -5.73)  0.3784
C (1.42, -3.41, -1.78)  -0.6939
C (1.69, -4.08, -0.44)  -1.2026
H (1.79, -4.02, -2.62)  0.6369
H (0.34, -3.25, -1.94)  0.4504
H (1.11, -5.01, -0.40)  0.4578
H (2.75, -4.33, -0.34)  0.3053
H (1.38, -3.45, 0.41)  0.2295
N (4.47, 1.55, 6.75)  -0.4022
C (3.92, 1.19, 5.78)  -0.1365
C (3.26, 0.74, 4.58)  0.6718
C (3.88, -0.22, 3.77)  -0.8120
C (3.19, -0.64, 2.63)  -0.3828
N (2.00, -0.16, 2.29)  -0.1157
C (1.40, 0.74, 3.07)  -0.0685
C (1.99, 1.23, 4.24)  -0.7277
H (4.85, -0.65, 4.01)  0.4843
H (3.64, -1.40, 1.98)  0.4844
H (0.40, 1.09, 2.77)  0.2067
H (1.46, 1.97, 4.85)  0.4697

As for the energy relative to the best compared isomer or geometry (same formula, charge and spin): 35.4 kcal per mole. Its LUMO energy (alpha / beta) is -6.73 / -6.86 eV. Its spin multiplicity is 1. The electronic energy is -4795.6752 hartree. The HOMO energy (alpha / beta) is -12.391 / -12.682 eV. As for the net charge: +2.